1.
C4H6O | wB97M-V/def2-TZVPD

As for the gap between HOMO and LUMO (spin up / spin down): 8.6251 / 8.1145 eV. Its relative energy (zero: lowest compared OMol25 entry of this formula, charge and spin) is 465.8 kJ/mol. The value obtained for the total energy is -231.04630 a.u. Its HOMO energy (spin up / spin down) is -8.155 / -7.634 eV.

```
! wB97M-V def2-TZVPD RIJCOSX def2/J DEFGRID3
* xyz 0 1
O -1.144 -0.684 0.034
C 1.387 -0.841 -0.135
C 1.024 0.633 0.149
C -2.120 0.236 -0.120
C 0.078 -0.519 0.438
H 0.643 1.398 -0.670
H 2.228 -1.485 0.350
H -3.090 -0.139 0.203
H 1.290 -1.090 -1.217
H 1.594 1.233 0.854
H -1.891 1.258 0.114
*
```

List of Mulliken charges in e, atom by atom: number 1, O, carries -0.25; number 2, C, carries -0.38; number 3, C, carries -0.63; number 4, C, carries -0.53; number 5, C, carries 0.34; number 6, H, carries 0.23; number 7, H, carries 0.24; number 8, H, carries 0.27; number 9, H, carries 0.19; number 10, H, carries 0.23; number 11, H, carries 0.30

2.
H14O7 | wB97M-V/def2-TZVPD

As for the gap between HOMO and LUMO: 10.3226 eV. Its relative energy (zero: lowest compared OMol25 entry of this formula, charge and spin) is 202.3 kJ/mol. The value obtained for the total energy is -535.04680 a.u. Its HOMO energy is -10.839 eV. As for the SMILES: O.O.O.O.O.O.O.

```
! wB97M-V def2-TZVPD RIJCOSX def2/J DEFGRID3
* xyz 0 1
O 1.243 -0.787 -2.457
O -0.070 2.995 -0.970
O -1.966 -1.478 0.906
O 2.373 3.015 1.045
O 0.788 0.725 1.351
O -0.997 -3.887 -0.187
O -0.875 0.378 -0.896
H 3.306 2.791 0.983
H 0.687 0.898 2.295
H -1.527 -4.392 0.414
H -1.191 -2.942 -0.041
H -0.418 0.757 -0.189
H 0.860 2.683 -1.092
H 1.863 2.217 0.802
H -2.815 -1.693 1.179
H 0.958 -1.728 -2.639
H -0.505 2.189 -0.971
H -1.567 -0.027 -0.355
H 0.911 -0.208 1.244
H 0.483 -0.332 -2.119
H -1.543 -1.180 1.687
*
```

List of Mulliken charges in e, atom by atom: number 1, O, carries -0.66; number 2, O, carries -0.64; number 3, O, carries -0.63; number 4, O, carries -0.64; number 5, O, carries -0.70; number 6, O, carries -0.65; number 7, O, carries -0.73; number 8, H, carries 0.31; number 9, H, carries 0.31; number 10, H, carries 0.28; number 11, H, carries 0.40; number 12, H, carries 0.37; number 13, H, carries 0.31; number 14, H, carries 0.35; number 15, H, carries 0.29; number 16, H, carries 0.32; number 17, H, carries 0.37; number 18, H, carries 0.36; number 19, H, carries 0.32; number 20, H, carries 0.36; number 21, H, carries 0.30

3.
C5H24NO7 | wB97M-V/def2-TZVPD

As for the gap between HOMO and LUMO: 8.9510 eV. Its relative energy (zero: lowest compared OMol25 entry of this formula, charge and spin) is 159.5 kJ/mol. The value obtained for the total energy is -786.37666 a.u. Its HOMO energy is -5.791 eV.

```
! wB97M-V def2-TZVPD RIJCOSX def2/J DEFGRID3
* xyz -1 1
O 1.573 -2.473 -1.118
O 0.455 2.757 -0.970
O 0.860 1.323 1.414
O 2.026 0.259 -0.721
O 4.088 -1.296 -0.290
O -0.712 -0.332 -2.877
O 1.960 0.523 -3.418
N -1.063 -1.760 1.708
C -2.889 -0.099 0.077
C -0.675 -0.502 1.085
C 0.633 -0.036 1.771
C -1.802 0.522 0.970
C -2.424 0.911 2.312
H -1.083 -2.596 1.148
H 1.418 1.316 0.604
H 1.462 -0.691 1.543
H -1.649 1.394 2.939
H -3.183 1.681 2.189
H -2.761 0.177 3.049
H -1.514 1.471 0.530
H -0.419 -0.290 -1.961
H 3.502 -1.933 -0.694
H -0.281 -0.730 0.082
H 0.459 -0.046 2.857
H 2.325 0.432 -2.497
H 0.391 1.955 -0.393
H 1.602 -1.955 -1.935
H -2.866 -1.190 0.043
H -0.466 2.826 -1.256
H -3.924 0.165 0.292
H 3.488 -0.501 -0.217
H 2.601 1.012 -0.522
H 0.150 -0.328 -3.334
H 1.715 -1.763 -0.473
H 1.572 1.399 -3.248
H -2.688 0.119 -0.981
H -1.880 -1.723 2.296
*
```

List of Mulliken charges in e, atom by atom: number 1, O, carries -0.73; number 2, O, carries -0.70; number 3, O, carries -0.66; number 4, O, carries -0.98; number 5, O, carries -0.71; number 6, O, carries -0.71; number 7, O, carries -0.75; number 8, N, carries -0.53; number 9, C, carries -1.39; number 10, C, carries 0.90; number 11, C, carries -0.82; number 12, C, carries 1.20; number 13, C, carries -1.81; number 14, H, carries 0.23; number 15, H, carries 0.24; number 16, H, carries 0.29; number 17, H, carries 0.39; number 18, H, carries 0.45; number 19, H, carries 0.32; number 20, H, carries -0.08; number 21, H, carries 0.34; number 22, H, carries 0.41; number 23, H, carries -0.40; number 24, H, carries 0.41; number 25, H, carries 0.37; number 26, H, carries 0.39; number 27, H, carries 0.39; number 28, H, carries 0.27; number 29, H, carries 0.31; number 30, H, carries 0.43; number 31, H, carries 0.35; number 32, H, carries 0.24; number 33, H, carries 0.36; number 34, H, carries 0.08; number 35, H, carries 0.34; number 36, H, carries 0.29; number 37, H, carries 0.26

4.
C19H40CoNP3S | wB97M-V/def2-TZVPD

As for the gap between HOMO and LUMO (spin up / spin down): 8.3385 / 5.0204 eV. Its relative energy (zero: lowest compared OMol25 entry of this formula, charge and spin) is 122.7 kJ/mol. The value obtained for the total energy is -3606.64526 a.u. Its HOMO energy (spin up / spin down) is -16.506 / -17.018 eV.

```
! wB97M-V def2-TZVPD RIJCOSX def2/J DEFGRID3
* xyz 3 5
Co 1.057 0.225 -0.731
S 0.195 -1.799 -1.423
P 0.088 1.928 0.143
P 2.961 1.171 -0.603
P -3.443 -1.374 -1.201
N 1.246 -0.532 1.021
C 3.773 0.057 -1.785
C 3.151 2.868 -1.185
C 0.899 -0.868 2.092
C 0.576 -1.568 3.301
C 0.756 2.981 1.537
C -3.970 -2.822 -2.075
C -0.531 -0.187 -3.449
C -3.475 -1.753 0.547
C 2.852 -1.672 -3.815
C -1.426 1.352 1.010
C -0.417 -1.515 -3.030
C -1.893 -0.851 -5.317
C 2.649 -0.908 -4.908
C -0.489 3.150 -1.104
C -3.597 0.290 -1.835
C -1.446 0.143 -4.439
C 3.854 1.121 0.954
C -1.685 -2.200 -4.991
C -1.009 -2.533 -3.820
H 2.585 3.031 -2.111
H -4.982 -3.162 -1.775
H -2.200 1.043 0.288
H -0.078 3.553 1.989
H -3.920 1.063 -1.122
H -2.608 0.591 -2.256
H -2.045 -2.989 -5.659
H 3.412 -0.234 -5.301
H -1.752 1.188 -4.558
H -1.165 0.497 1.650
H -1.797 2.178 1.643
H 3.767 -0.978 -1.423
H -0.040 -0.984 3.974
H -4.292 0.354 -2.710
H 1.528 3.684 1.187
H -1.069 -3.549 -3.407
H 3.789 0.103 1.374
H 1.833 -1.089 -5.609
H -0.953 4.034 -0.613
H -3.880 -2.637 -3.168
H 1.187 2.327 2.310
H -0.024 0.589 -2.889
H 4.919 1.369 0.808
H 0.042 -2.486 3.068
H -2.485 -0.562 -6.201
H -2.029 -1.653 -1.331
H 1.511 -1.811 3.813
H 4.806 0.354 -1.945
H -2.378 -1.723 0.774
H 3.448 1.827 1.704
H 3.255 0.082 -2.748
H -1.238 2.691 -1.784
H 2.784 3.566 -0.422
H -3.228 -3.590 -1.744
H 4.208 3.086 -1.381
H 2.046 -2.350 -3.514
H -4.068 -0.974 1.052
H 0.371 3.509 -1.717
H 3.894 -1.860 -3.476
H -3.831 -2.798 0.686
*
```

List of Mulliken charges in e, atom by atom: number 1, Co, carries -0.11; number 2, S, carries -0.13; number 3, P, carries 1.21; number 4, P, carries 1.16; number 5, P, carries 0.95; number 6, N, carries -0.13; number 7, C, carries -1.21; number 8, C, carries -1.22; number 9, C, carries 0.67; number 10, C, carries -1.26; number 11, C, carries -1.27; number 12, C, carries -1.13; number 13, C, carries -0.72; number 14, C, carries -0.85; number 15, C, carries -0.62; number 16, C, carries -0.42; number 17, C, carries 1.04; number 18, C, carries -0.67; number 19, C, carries -0.57; number 20, C, carries -1.16; number 21, C, carries -0.82; number 22, C, carries -0.52; number 23, C, carries -1.34; number 24, C, carries -0.62; number 25, C, carries -0.73; number 26, H, carries 0.33; number 27, H, carries 0.46; number 28, H, carries -0.38; number 29, H, carries 0.52; number 30, H, carries 0.51; number 31, H, carries -0.17; number 32, H, carries 0.51; number 33, H, carries 0.32; number 34, H, carries 0.51; number 35, H, carries 0.07; number 36, H, carries 0.55; number 37, H, carries 0.47; number 38, H, carries 0.36; number 39, H, carries 0.44; number 40, H, carries 0.32; number 41, H, carries 0.55; number 42, H, carries 0.39; number 43, H, carries 0.27; number 44, H, carries 0.46; number 45, H, carries 0.32; number 46, H, carries 0.33; number 47, H, carries 0.58; number 48, H, carries 0.47; number 49, H, carries 0.32; number 50, H, carries 0.48; number 51, H, carries -0.26; number 52, H, carries 0.40; number 53, H, carries 0.49; number 54, H, carries 0.14; number 55, H, carries 0.30; number 56, H, carries 0.07; number 57, H, carries 0.25; number 58, H, carries 0.28; number 59, H, carries 0.43; number 60, H, carries 0.49; number 61, H, carries 0.33; number 62, H, carries 0.38; number 63, H, carries 0.30; number 64, H, carries 0.48; number 65, H, carries 0.41

The maximum force results, record by record, are as follows: 0.067, 0.065, 0.043, 0.091 Eh/bohr.